[1]
{
  "formula": "C34H54BF4GaN2O2",
  "method": "wB97M-V/def2-TZVPD",
  "species": ["Ga", "C", "N", "C", "C", "C", "N", "C", "C", "C", "C", "C", "C", "C", "O", "C", "C", "C", "C", "C", "C", "C", "C", "C", "C", "C", "C", "C", "C", "C", "O", "C", "C", "C", "C", "C", "C", "C", "C", "H", "H", "H", "H", "H", "H", "H", "H", "H", "H", "H", "H", "H", "H", "H", "H", "H", "H", "H", "H", "H", "H", "H", "H", "H", "H", "H", "H", "H", "H", "H", "H", "H", "H", "H", "H", "H", "H", "H", "H", "H", "H", "H", "H", "H", "H", "H", "H", "H", "H", "H", "H", "H", "H", "F", "B", "F", "F", "F"],
  "positions_angstrom": [[0.3839, 0.8944, 1.6071], [2.2184, 2.5342, 3.4362], [1.7149, 1.1729, 3.3630], [0.7364, 0.9782, 4.4802], [2.7486, 0.0813, 3.2863], [2.8286, -0.6842, 1.8956], [1.5482, -0.9158, 1.1811], [0.7517, -2.0346, 1.7650], [-0.7336, -2.0556, 1.5013], [-1.3370, -3.1306, 0.7539], [-2.7094, -3.3153, 0.6619], [-3.4571, -2.3690, 1.3403], [-2.9445, -1.2810, 2.0213], [-1.5805, -1.0153, 1.9639], [-1.1690, 0.1826, 2.4115], [-3.9879, -0.4058, 2.7787], [-4.7495, 0.4263, 1.6543], [-5.0335, -1.3166, 3.4560], [-3.4827, 0.6013, 3.7884], [-3.4364, -4.5106, 0.0458], [-2.6384, -5.2171, -1.0719], [-3.6158, -5.6487, 1.1897], [-4.7492, -4.1090, -0.6575], [1.7409, -1.2637, -0.2843], [1.9929, -0.0747, -1.2635], [2.1637, -0.3277, -2.6572], [2.2063, 0.7031, -3.6050], [2.1620, 2.0026, -3.1159], [2.1743, 2.3744, -1.7835], [1.9601, 1.2929, -0.8279], [1.7146, 1.5955, 0.4336], [2.6163, 3.8591, -1.4876], [3.0246, 4.0322, 0.0024], [3.8251, 4.1781, -2.4399], [1.5268, 4.9708, -1.8747], [2.5536, 0.4000, -5.0687], [1.9640, 1.4924, -5.9643], [4.0733, 0.2523, -5.2856], [1.9258, -0.9552, -5.5071], [2.6382, 2.7254, 4.4719], [3.0121, 2.6310, 2.7046], [1.4396, 3.2862, 3.2161], [1.2867, 0.7872, 5.4099], [0.0821, 1.9015, 4.6147], [0.1735, 0.0232, 4.3170], [3.7030, 0.6158, 3.4552], [2.5569, -0.6125, 4.1386], [3.4683, -0.0671, 1.2197], [3.3004, -1.6270, 2.1769], [1.2366, -3.0181, 1.4891], [0.8918, -1.8322, 2.8364], [-0.6635, -3.9102, 0.3407], [-4.5940, -2.4984, 1.2752], [-5.3015, -0.2905, 0.9741], [-5.4043, 1.1235, 2.0933], [-3.9633, 0.9967, 1.1125], [-5.6221, -1.8256, 2.7467], [-4.5697, -2.1489, 4.0259], [-5.6992, -0.7058, 4.1022], [-2.9925, 1.4051, 3.2794], [-4.3444, 1.0355, 4.2684], [-2.9150, 0.1810, 4.6366], [-1.6391, -5.4817, -0.7708], [-3.1910, -6.1242, -1.2995], [-2.6247, -4.5191, -1.9306], [-3.0207, -6.5313, 1.0754], [-3.4516, -5.2606, 2.2278], [-4.6248, -6.1490, 1.1292], [-4.4917, -3.2059, -1.2362], [-5.0546, -4.8558, -1.3610], [-5.5234, -3.8700, 0.0674], [2.5692, -2.0058, -0.3111], [0.8168, -1.7845, -0.5794], [2.3953, -1.3501, -2.9897], [2.1324, 2.7839, -3.8419], [3.8655, 3.4187, 0.2423], [3.3425, 5.0930, 0.2028], [2.1803, 3.8262, 0.6544], [4.7418, 3.5606, -2.2997], [3.5213, 4.0004, -3.4617], [4.1237, 5.2138, -2.2504], [0.6346, 4.9928, -1.2437], [2.0088, 5.9048, -1.6750], [1.3108, 4.8083, -2.9424], [2.4558, 2.4191, -5.8196], [2.0435, 1.2722, -7.0689], [0.8860, 1.7277, -5.7139], [4.6447, 1.1061, -4.8670], [4.3676, -0.5963, -4.6327], [4.5028, 0.0430, -6.2440], [0.8646, -0.9477, -5.2625], [1.9715, -1.0877, -6.5476], [2.3781, -1.8104, -4.9670], [-0.5262, 2.7423, 1.7115], [-1.3976, 2.7998, 0.4731], [-2.7090, 2.9198, 0.8581], [-1.1473, 1.5000, -0.1188], [-1.0058, 3.8773, -0.2351]],
  "atomic_forces_ev_per_a": [[0.797, 0.418, -0.692], [0.975, 0.648, 0.758], [-2.427, -0.829, -0.759], [-0.141, -0.595, 0.507], [-0.529, 0.589, -0.031], [0.211, 1.145, 0.342], [-1.015, -0.038, -0.464], [0.659, -0.294, 0.798], [-0.876, -0.286, -1.504], [1.333, -0.311, 0.715], [0.226, 0.236, 0.065], [-2.104, -0.250, -0.231], [-1.419, 0.346, 0.521], [0.118, -0.818, 0.056], [1.928, -0.028, -0.502], [-0.888, -0.048, -1.416], [1.769, -1.756, -0.606], [0.811, 0.215, 1.207], [-0.018, -0.302, 0.617], [0.752, -1.971, 0.447], [-0.431, 1.134, 0.061], [-1.713, 0.872, 0.173], [0.932, 1.153, 0.859], [0.395, 0.923, -0.186], [-0.136, 0.795, -0.374], [0.488, -0.010, 0.745], [0.636, -1.123, 0.782], [-0.156, -0.069, 0.031], [0.154, -0.746, 0.477], [-0.062, -0.090, -1.621], [-0.671, 0.297, 1.711], [-0.607, 0.013, 0.195], [-0.431, 1.672, -0.736], [0.258, -0.381, 1.106], [0.734, -1.819, 0.398], [-0.691, -0.580, -1.156], [-1.381, -0.263, -0.910], [0.654, 0.140, 2.538], [-0.317, 0.342, 2.022], [-0.376, -0.115, -1.024], [0.095, 0.255, -0.127], [0.269, -0.544, 0.104], [0.110, 0.453, 0.050], [0.696, -1.472, -0.440], [0.061, 1.232, -0.016], [-0.197, -0.744, -0.079], [0.209, 0.409, -0.713], [-0.465, -0.720, 0.452], [0.183, -0.191, -0.506], [-0.514, 0.864, 0.377], [-0.139, -0.655, 0.088], [-0.337, 0.625, 0.296], [1.927, 0.299, 0.360], [0.616, 0.977, 0.614], [-1.051, 0.804, 0.568], [-0.743, -0.390, 0.025], [-0.981, -0.366, -0.911], [-0.080, 0.682, 0.122], [0.409, -0.470, -0.303], [0.682, 0.371, 0.043], [-0.576, 0.227, 0.124], [0.251, 0.047, -0.601], [0.427, -0.096, 0.028], [0.113, -0.094, -0.368], [0.253, -0.624, 0.098], [1.160, -0.129, -0.343], [-0.315, -0.230, -0.941], [0.498, 1.004, 0.159], [-0.416, -0.180, 0.146], [-0.384, -0.583, -0.142], [-0.285, -0.061, -0.219], [-0.338, 0.343, -0.170], [0.290, 0.232, 0.052], [-0.464, 0.355, 0.286], [0.224, 0.424, -0.315], [0.505, -0.674, 0.274], [-0.248, -0.789, -0.378], [0.106, -0.075, -0.013], [-0.731, 0.103, 0.286], [0.082, 0.511, -0.251], [-0.078, -0.030, -0.354], [0.059, -0.577, -0.321], [0.395, 0.781, -0.390], [-0.253, 0.481, 0.416], [0.763, 0.986, 0.100], [-0.095, -0.033, 1.167], [0.978, -0.598, -0.337], [-0.430, -0.157, -0.256], [0.064, 0.307, -0.335], [-0.512, -0.063, -0.955], [-0.145, -0.044, 0.134], [0.477, -0.258, -1.458], [-0.147, 0.395, -0.519], [0.281, -0.530, 0.104], [-0.737, -0.277, 0.234], [0.241, -0.317, 0.175], [0.332, 0.655, 0.424], [0.467, -0.070, -0.469]],
  "max_force_ev_per_a": 2.674,
  "mol_weight_g_mol": 679.35,
  "gap_ha": 0.289,
  "spin_multiplicity": 1
}

---

[2]
{
  "formula": "C14H13BClF2IN2O3Pt",
  "method": "wB97M-V/def2-TZVPD",
  "species": ["Pt", "Cl", "C", "C", "C", "I", "C", "O", "C", "N", "C", "C", "C", "C", "H", "H", "H", "H", "F", "B", "F", "O", "C", "O", "C", "N", "C", "C", "C", "H", "H", "H", "H", "H", "H", "H", "H", "H"],
  "positions_angstrom": [[-0.4891, 0.0090, 0.4265], [-2.9077, 2.5169, 6.3778], [-2.7506, 2.1700, 4.7514], [-3.6697, 2.7664, 3.8759], [-3.6037, 2.5365, 2.5297], [-4.8958, 3.3704, 1.2257], [-2.5417, 1.6312, 1.9820], [-2.4686, 1.3768, 0.8021], [-1.5805, 1.0347, 2.9414], [-0.6327, 0.2447, 2.4177], [0.2227, -0.3557, 3.2818], [0.1733, -0.1535, 4.6463], [-0.7872, 0.6819, 5.1838], [-1.6923, 1.2861, 4.3156], [-4.4295, 3.4147, 4.2911], [0.9545, -1.0233, 2.8506], [0.8907, -0.6550, 5.2798], [-0.8331, 0.8552, 6.2500], [2.3528, -0.2536, 0.4802], [1.2370, -1.0146, 0.4240], [1.2762, -2.1748, 1.1257], [1.3134, -1.5658, -1.2061], [0.5183, -0.9764, -1.9702], [-0.3780, -0.1829, -1.5932], [0.6458, -1.2118, -3.4596], [1.7373, -2.2421, -3.6870], [2.8395, -1.5791, -4.4885], [2.1028, -0.4951, -5.2534], [1.1136, 0.0425, -4.2199], [-0.2896, -1.6041, -3.8534], [1.3726, -3.0552, -4.1801], [2.0682, -2.5463, -2.7617], [3.3411, -2.3287, -5.0939], [3.5417, -1.1621, -3.7687], [1.5806, -0.9196, -6.1130], [2.7842, 0.2689, -5.6196], [0.2692, 0.5668, -4.6581], [1.6142, 0.7270, -3.5327]],
  "atomic_forces_ev_per_a": [[-0.630, 0.449, 0.136], [-0.012, 0.010, 0.013], [0.062, -0.058, 0.017], [-0.071, 0.064, -0.015], [-0.028, 0.017, 0.035], [-0.005, 0.002, -0.015], [0.126, -0.098, -0.045], [-0.100, 0.093, -0.007], [0.085, -0.048, -0.010], [-0.017, -0.028, 0.261], [0.013, 0.019, -0.022], [0.001, -0.002, 0.048], [0.032, 0.004, 0.066], [-0.067, 0.029, -0.152], [0.004, -0.002, 0.007], [-0.039, 0.044, -0.003], [0.005, -0.010, -0.015], [-0.016, 0.000, -0.002], [0.263, 0.166, 0.325], [0.421, -0.496, -0.868], [0.051, -0.106, 0.265], [0.235, -0.163, 0.180], [-0.505, 0.197, -0.101], [0.038, -0.079, -0.158], [0.158, -0.002, 0.031], [-0.005, 0.039, 0.044], [0.019, 0.025, -0.006], [-0.030, -0.038, -0.010], [0.020, 0.028, 0.014], [-0.009, 0.000, 0.035], [-0.008, -0.001, 0.008], [0.010, -0.047, -0.043], [-0.001, 0.000, 0.001], [0.005, -0.003, -0.004], [0.005, 0.002, -0.004], [0.000, 0.001, 0.002], [-0.003, -0.002, -0.001], [-0.006, -0.009, -0.012]],
  "max_force_ev_per_a": 1.084,
  "mol_weight_g_mol": 663.51,
  "gap_ha": [0.174, 0.174],
  "total_charge": 2,
  "spin_multiplicity": 1
}

---

[3]
{
  "formula": "C4H11NOS",
  "method": "wB97M-V/def2-TZVPD",
  "species": ["O", "C", "N", "C", "C", "C", "S", "H", "H", "H", "H", "H", "H", "H", "H", "H", "H", "H"],
  "positions_angstrom": [[-2.6525, -1.5944, 0.2183], [-1.8848, -0.4422, 0.0573], [-0.7883, -0.3309, 1.0012], [-0.0414, 0.9328, 0.8153], [0.9639, 0.9594, -0.3465], [2.1499, -0.0250, -0.3057], [1.7006, -1.7557, -0.7075], [-3.3971, -1.3983, 0.8003], [-2.5246, 0.4427, 0.2580], [-1.6203, -0.2336, -0.9910], [-0.1763, -1.1190, 0.8546], [0.2934, 1.2008, 1.8145], [-0.7847, 1.6901, 0.5438], [0.3645, 0.8898, -1.2565], [1.4192, 1.9529, -0.4235], [2.9092, 0.2604, -1.0269], [2.5790, -0.0165, 0.6952], [1.4903, -1.4133, -2.0010]],
  "atomic_forces_ev_per_a": [[0.057, -0.427, -0.289], [-0.928, 2.092, 0.398], [-0.104, 0.100, -0.359], [-0.781, -0.463, -0.142], [0.432, 0.224, 0.269], [-0.850, 0.015, 0.050], [0.180, 0.392, -0.498], [0.370, -0.061, -0.054], [0.134, -0.215, 0.136], [0.268, -1.035, -0.110], [0.170, -0.190, 0.052], [0.778, 0.191, -0.173], [-0.036, 0.053, 0.238], [0.262, -0.411, -0.194], [-0.121, 0.121, 0.269], [0.122, 0.132, 0.121], [0.135, -0.087, -0.016], [-0.088, -0.432, 0.304]],
  "max_force_ev_per_a": 2.323,
  "mol_weight_g_mol": 121.20,
  "gap_ha": 0.350,
  "spin_multiplicity": 1
}